This record from the OMol25 dataset describes C3H7N3 as an isolated structure at a distorted geometry. The level of theory is ωB97M-V/def2-TZVPD.

The geometry in XYZ format:
```
13
Properties=species:S:1:pos:R:3:forces:R:3:nbo_charge:R:1
C -1.278011 0.723277 -0.696637 0.049 -2.640 -1.673 0.380
N -0.058208 0.473776 -0.190765 1.426 0.361 0.939 -0.353
N -2.166981 1.585443 -0.475335 0.436 -0.211 -0.970 -0.737
H 0.765572 -0.770901 -1.679345 -0.763 -0.614 -0.029 0.235
H 1.251978 -2.707379 -0.144559 0.379 0.299 -0.077 0.216
C 0.393085 -0.809559 -0.651039 3.867 -0.796 2.957 -0.110
N 0.392778 1.150282 0.971338 0.425 -0.634 -0.302 -0.633
H 1.027409 -1.544744 1.283165 -0.335 -0.110 0.004 0.195
H 1.411751 1.100109 0.967206 -0.215 0.271 -0.091 0.360
H -1.024534 -0.486786 -1.422561 -3.392 3.243 0.585 0.145
C 0.964403 -1.726776 0.217210 -1.509 1.323 -1.715 -0.405
H -1.783846 2.393749 0.029903 -0.180 -0.523 0.343 0.365
H 0.104604 0.619506 1.791420 -0.189 0.030 0.029 0.343
```
Forces are in eV/Å.

Calculated values
Kohn-Sham gap = 9.2 eV
F_max = 4.9 eV/Å
E_LUMO = 0.4 eV
DFT total energy = -7690.112 eV

---

This record from the OMol25 dataset describes C6H8N4 as an isolated structure at a distorted geometry. The level of theory is ωB97M-V/def2-TZVPD.

The geometry in XYZ format:
```
18
Properties=species:S:1:pos:R:3:forces:R:3:nbo_charge:R:1
C -0.041812 1.571473 1.326648 0.533 -3.745 -0.649 -0.656
H 2.941611 0.513428 -1.451357 -0.720 -0.717 1.163 0.211
C 1.982550 -0.833898 0.076539 -1.332 -0.297 1.171 -0.110
N 1.051741 1.058619 -1.136691 -1.604 -0.910 2.602 -0.370
C 2.040080 0.316481 -0.777333 -0.648 1.703 -2.221 -0.060
N 0.855792 -1.417070 0.440856 2.601 -0.693 -0.290 -0.171
C -0.384681 0.617825 0.115984 3.334 2.706 -0.252 0.426
H -1.118401 -1.882786 -1.102714 0.337 -2.160 -1.527 0.221
H 1.043244 1.315746 1.429535 -0.667 1.496 0.141 0.230
N -0.243668 -0.750495 0.288216 -3.213 0.623 -0.548 -0.261
N -1.566928 0.923977 -0.586017 0.511 0.508 -0.398 -0.395
H 2.876304 -1.347347 0.316640 0.606 -0.632 0.053 0.204
H -2.920345 -0.184474 -1.552314 -1.580 -0.226 -0.860 0.199
H -0.422107 2.478340 0.927418 0.518 1.340 0.376 0.245
H -0.491652 1.230565 2.302904 -0.087 0.442 -1.178 0.217
C -2.117772 -0.164778 -0.891807 0.173 -0.266 1.809 0.122
H -2.000100 -2.078827 0.558624 0.775 1.874 -2.408 0.240
C -1.483863 -1.366776 -0.285134 0.464 -1.048 3.016 -0.292
```
Forces are in eV/Å.

Calculated values
Kohn-Sham gap = 8.2 eV
F_max = 4.3 eV/Å
E_LUMO = 0.3 eV
DFT total energy = -12307.463 eV